Entry 1:
C20H21As2AuCl3OSTe as an isolated structure. Source: the Open Molecules 2025 dataset; level of theory: wB97M-V/def2-TZVPD.

The multiplicity is 3. The value obtained for the frontier orbital gap (alpha / beta) is 7.94 / 4.63 eV. As for the maximum force: 2.571 eV/Å. Its HOMO energy (alpha / beta) is -10.654 / -10.530 eV. Its charge is +1. Its energy above the lowest of the compared OMol25 structures with the same formula, charge and spin is 8.1 kcal per mole.

Geometry (Å):
Au (-0.423, 1.175, -0.226)
C (-1.346, -1.578, -2.790)
As (-0.954, -1.030, -0.947)
C (-2.732, -1.341, -0.200)
C (-0.175, -2.781, -0.426)
C (-0.933, -3.966, -0.281)
C (-0.293, -5.210, -0.130)
C (1.109, -5.280, -0.143)
C (1.854, -4.123, -0.427)
C (1.188, -2.914, -0.644)
As (2.161, -1.327, -1.411)
C (2.997, -2.414, -2.853)
C (3.604, -1.403, -0.021)
H (-1.466, -2.671, -2.718)
H (-0.448, -1.274, -3.374)
H (-2.264, -1.118, -3.165)
H (-3.261, -2.070, -0.818)
H (-3.280, -0.402, -0.227)
H (-2.546, -1.665, 0.835)
H (-2.023, -3.876, -0.221)
H (-0.901, -6.083, 0.083)
H (1.635, -6.193, 0.101)
H (2.941, -4.124, -0.448)
H (3.709, -3.120, -2.427)
H (3.593, -1.738, -3.472)
H (2.194, -2.924, -3.406)
H (4.414, -2.020, -0.404)
H (3.171, -1.835, 0.930)
H (3.944, -0.358, 0.127)
Cl (5.269, 4.829, 3.636)
C (3.915, 4.229, 2.708)
C (4.157, 3.486, 1.561)
C (3.114, 3.187, 0.678)
Cl (3.480, 2.519, -0.833)
C (1.744, 3.472, 1.014)
O (0.735, 3.134, 0.277)
C (1.567, 4.281, 2.207)
Cl (0.016, 4.929, 2.523)
C (2.616, 4.622, 3.056)
H (5.144, 3.090, 1.365)
H (2.418, 5.093, 4.039)
Te (-2.197, 3.263, 0.374)
C (-4.277, 3.277, 0.722)
C (-5.137, 2.264, 0.305)
C (-6.504, 2.500, 0.677)
C (-6.662, 3.700, 1.301)
S (-5.223, 4.580, 1.496)
H (-4.760, 1.386, -0.224)
H (-7.262, 1.764, 0.479)
H (-7.622, 4.058, 1.742)

=====

Entry 2:
C34H41InN7O8STe as an isolated structure. Source: the Open Molecules 2025 dataset; level of theory: wB97M-V/def2-TZVPD.

The value obtained for the frontier orbital gap is 7.28 eV. As for the maximum force: 0.707 eV/Å. Its HOMO energy is -4.805 eV. Its charge is -1. Its energy above the lowest of the compared OMol25 structures with the same formula, charge and spin is 12.4 kcal per mole.

Geometry (Å):
In (-0.667, -0.317, -0.262)
C (0.506, -0.919, -4.639)
O (1.915, -0.936, -4.393)
C (2.328, -1.722, -3.349)
C (3.417, -2.538, -3.539)
C (3.921, -3.335, -2.503)
C (3.269, -3.327, -1.292)
C (2.160, -2.496, -1.064)
C (1.480, -2.656, 0.204)
N (0.470, -2.001, 0.636)
N (-0.059, -2.507, 1.834)
C (-1.307, -2.144, 1.950)
O (-1.966, -1.390, 1.156)
C (-2.046, -2.662, 3.144)
C (-1.389, -3.290, 4.196)
C (-2.106, -3.752, 5.288)
C (-3.486, -3.599, 5.336)
C (-4.146, -2.979, 4.285)
C (-3.427, -2.509, 3.195)
C (1.697, -1.616, -2.071)
O (0.783, -0.725, -1.899)
H (0.390, -0.717, -5.704)
H (0.003, -0.154, -4.049)
H (0.068, -1.890, -4.400)
H (3.874, -2.540, -4.522)
H (4.781, -3.969, -2.668)
H (3.597, -3.974, -0.487)
H (1.824, -3.473, 0.840)
H (-0.315, -3.408, 4.141)
H (-1.587, -4.234, 6.107)
H (-4.043, -3.963, 6.191)
H (-5.222, -2.857, 4.315)
H (-3.919, -2.017, 2.366)
C (-4.384, -3.987, -0.796)
N (-3.953, -2.738, -1.393)
C (-4.848, -1.826, -1.866)
C (-4.454, -0.651, -2.373)
C (-3.036, -0.324, -2.356)
O (-2.629, 0.732, -2.869)
N (-2.170, -1.202, -1.765)
C (-2.582, -2.452, -1.367)
O (-1.805, -3.319, -1.005)
H (-5.412, -4.179, -1.102)
H (-4.327, -3.940, 0.294)
H (-3.739, -4.795, -1.134)
H (-5.887, -2.129, -1.825)
H (-5.154, 0.062, -2.777)
C (-2.731, 1.033, 3.115)
S (-1.944, 1.685, 1.664)
O (-1.842, 3.115, 1.833)
O (-2.713, 1.233, 0.502)
O (-0.602, 1.016, 1.591)
H (-3.261, 1.846, 3.603)
H (-1.969, 0.621, 3.771)
H (-3.409, 0.244, 2.808)
C (0.629, 3.429, -0.756)
Te (-0.441, 1.996, -1.958)
C (-2.003, 3.408, -1.666)
C (-1.301, 4.735, -1.605)
C (-1.903, 5.922, -1.999)
C (-1.201, 7.120, -1.947)
C (0.112, 7.132, -1.503)
C (0.720, 5.947, -1.110)
C (0.023, 4.747, -1.152)
H (1.703, 3.380, -0.922)
H (0.418, 3.183, 0.286)
H (-2.494, 3.147, -0.731)
H (-2.704, 3.310, -2.490)
H (-2.925, 5.906, -2.357)
H (-1.678, 8.039, -2.263)
H (0.668, 8.061, -1.472)
H (1.749, 5.951, -0.770)
C (4.447, -0.097, 2.695)
N (3.445, 0.725, 2.045)
C (2.206, 0.823, 2.795)
C (3.327, 0.691, 0.665)
N (2.169, 0.643, 0.126)
N (4.549, 0.701, -0.022)
C (5.460, 1.791, 0.286)
C (4.492, 0.399, -1.436)
H (4.006, -1.042, 3.039)
H (4.856, 0.421, 3.567)
H (5.255, -0.327, 2.009)
H (2.442, 1.147, 3.811)
H (1.683, -0.140, 2.839)
H (1.531, 1.535, 2.331)
H (2.231, 0.718, -0.887)
H (5.410, 2.042, 1.341)
H (5.214, 2.692, -0.293)
H (6.484, 1.500, 0.043)
H (3.917, -0.511, -1.609)
H (5.507, 0.231, -1.799)
H (4.051, 1.214, -2.030)

=====

Entry 3:
C34H32O6PRuS3 as an isolated structure. Source: the Open Molecules 2025 dataset; level of theory: wB97M-V/def2-TZVPD.

The multiplicity is 2. The value obtained for the frontier orbital gap (alpha / beta) is 8.22 / 7.89 eV. As for the maximum force: 1.362 eV/Å. Its HOMO energy (alpha / beta) is -7.946 / -7.955 eV. Its energy above the lowest of the compared OMol25 structures with the same formula, charge and spin is 28.7 kcal per mole.

Geometry (Å):
Ru (0.784, -0.080, -0.681)
C (-5.554, -0.867, 0.452)
C (-5.108, -2.051, -0.113)
C (-3.800, -2.159, -0.571)
C (-2.924, -1.084, -0.468)
C (-3.385, 0.099, 0.090)
C (-4.685, 0.212, 0.551)
P (-1.164, -1.290, -0.937)
C (-1.048, -2.729, -2.026)
C (-0.185, -3.777, -1.708)
C (-0.063, -4.863, -2.560)
C (-0.811, -4.923, -3.727)
C (-1.674, -3.886, -4.046)
C (-1.784, -2.786, -3.208)
C (-0.572, -2.060, 0.678)
C (-1.059, -2.835, 1.719)
C (-0.210, -3.121, 2.780)
C (1.090, -2.612, 2.796)
C (1.565, -1.799, 1.775)
C (0.707, -1.509, 0.702)
H (-6.574, -0.780, 0.806)
H (-5.779, -2.896, -0.202)
H (-3.463, -3.094, -1.003)
H (-2.737, 0.952, 0.131)
H (-5.024, 1.149, 0.978)
H (0.388, -3.748, -0.791)
H (0.612, -5.670, -2.304)
H (-0.719, -5.777, -4.386)
H (-2.258, -3.925, -4.956)
H (-2.433, -1.966, -3.478)
H (-2.078, -3.208, 1.700)
H (-0.548, -3.743, 3.600)
H (1.740, -2.849, 3.631)
H (2.558, -1.371, 1.822)
O (2.815, 0.736, 0.365)
S (4.109, 1.471, 0.158)
C (3.703, 3.241, 0.437)
C (2.201, 3.499, 0.390)
C (1.557, 3.293, 1.758)
C (0.080, 3.662, 1.780)
S (-0.993, 2.272, 1.228)
O (-0.059, 1.211, 0.745)
C (-1.555, 1.677, 2.813)
C (-1.027, 0.514, 3.342)
C (-1.533, 0.050, 4.548)
C (-2.545, 0.740, 5.199)
C (-3.072, 1.901, 4.645)
C (-2.585, 2.369, 3.436)
C (4.462, 1.528, -1.588)
C (5.777, 1.712, -1.991)
C (6.051, 1.766, -3.349)
C (5.025, 1.618, -4.275)
C (3.717, 1.417, -3.855)
C (3.435, 1.379, -2.499)
H (4.255, 3.806, -0.314)
H (4.115, 3.487, 1.418)
H (1.727, 2.867, -0.365)
H (2.040, 4.532, 0.069)
H (2.066, 3.933, 2.485)
H (1.690, 2.262, 2.090)
H (-0.135, 4.495, 1.109)
H (-0.270, 3.925, 2.778)
H (-0.257, -0.035, 2.810)
H (-1.135, -0.865, 4.968)
H (-2.937, 0.366, 6.136)
H (-3.872, 2.430, 5.145)
H (-3.009, 3.258, 2.980)
H (6.574, 1.797, -1.261)
H (7.070, 1.904, -3.687)
H (5.252, 1.647, -5.333)
H (2.916, 1.283, -4.570)
H (2.437, 1.215, -2.127)
O (-0.589, 0.854, -4.384)
S (-0.389, 0.588, -2.999)
O (-1.637, -0.061, -2.385)
O (0.722, -0.435, -2.744)
O (-0.001, 1.734, -2.151)

=====

Entry 4:
A 2-piece molecular cluster, C5H7Cl2NO2S overall. Source: the Open Molecules 2025 dataset; level of theory: wB97M-V/def2-TZVPD.

The value obtained for the frontier orbital gap is 8.52 eV. As for the maximum force: 4.680 eV/Å. Its HOMO energy is -8.319 eV. Its energy above the lowest of the compared OMol25 structures with the same formula, charge and spin is 1.9 kcal per mole.

Geometry (Å):
C (-2.212, -0.845, 1.793)
C (-1.524, 0.189, 1.350)
C (2.098, 0.687, 0.374)
C (0.561, 0.763, 0.286)
C (0.397, 0.060, -1.769)
N (-0.192, -0.098, 1.032)
O (2.607, -0.520, 0.378)
O (2.720, 1.709, 0.486)
S (-1.215, 0.723, -2.239)
Cl (0.445, -1.659, -1.459)
Cl (1.691, 0.710, -2.693)
H (-3.181, -0.594, 2.101)
H (-1.800, -1.911, 1.770)
H (-1.770, 1.213, 1.230)
H (0.354, 1.731, 0.108)
H (2.080, -1.187, -0.208)
H (0.237, -0.997, 0.974)
H (-1.295, 0.027, -3.516)

=====

Entry 5:
An isolated ion of composition C7H13N2O2 and charge +1. Source: the Open Molecules 2025 dataset; level of theory: wB97M-V/def2-TZVPD.

The value obtained for the frontier orbital gap is 9.56 eV. As for the maximum force: 4.331 eV/Å. Its HOMO energy is -12.825 eV. Its charge is +1. Its energy above the lowest of the compared OMol25 structures with the same formula, charge and spin is 86.3 kcal per mole.

Geometry (Å):
C (0.592, 1.586, 0.474)
C (2.211, -0.303, 0.493)
C (-0.025, 1.473, -0.944)
C (-2.220, 0.287, -0.141)
C (1.853, -1.595, -0.202)
C (-1.999, -0.879, 0.953)
C (-0.220, -0.838, -0.394)
N (0.987, 0.218, 0.976)
N (-0.956, 0.311, -0.913)
O (0.756, -1.278, -1.133)
O (-1.101, -1.651, 0.271)
H (1.536, 2.127, 0.554)
H (-0.092, 2.063, 1.239)
H (2.909, -0.472, 1.312)
H (2.737, 0.339, -0.271)
H (-0.550, 2.418, -1.241)
H (0.817, 1.255, -1.637)
H (-2.917, -0.268, -0.785)
H (-2.666, 1.224, 0.386)
H (2.691, -2.048, -0.824)
H (1.469, -2.298, 0.640)
H (-1.608, -0.495, 1.976)
H (-2.998, -1.403, 1.127)
H (-1.207, 0.228, -1.916)

=====

Q: Among the records above, which one has the highest energy above the lowest of the compared OMol25 structures with the same formula, charge and spin?
A: C7H13N2O2

=====

Q: Number 3 is which compound?
A: C34H32O6PRuS3